Formula: C2H6NOS
Source: OMol25
Level of theory: the ωB97M-V functional and the def2-TZVPD basis

The energy above the lowest of the compared OMol25 structures with the same formula, charge and spin comes out at 127.1 kcal/mol. The value obtained for the HOMO energy (spin up / spin down) is -13.411 / -13.232 eV. As for the largest force on an atom: 0.082 Eh/bohr. For the HOMO-LUMO gap (spin up / spin down), the calculation gives 8.03 / 8.21 eV.

Structure (ORCA input):
```
! wB97M-V def2-TZVPD RIJCOSX def2/J DEFGRID3
* xyz 1 1
C -0.19 0.41 -1.59
C -0.29 -0.85 0.86
N 0.72 -0.10 1.54
O -1.27 1.72 -3.25
S -1.71 0.84 -2.16
H 0.88 0.25 -1.96
H 0.07 -1.73 0.38
H -1.29 -0.90 1.01
H 1.60 -0.65 1.49
H 0.66 0.12 2.56
H 0.82 0.89 1.11
*
```

=====

Formula: C20H31N4V
Source: OMol25
Level of theory: the ωB97M-V functional and the def2-TZVPD basis

The value obtained for the HOMO energy (spin up / spin down) is -9.237 / -8.752 eV. As for the largest force on an atom: 0.042 Eh/bohr. For the HOMO-LUMO gap (spin up / spin down), the calculation gives 2.90 / 2.93 eV.

Structure (ORCA input):
```
! wB97M-V def2-TZVPD RIJCOSX def2/J DEFGRID3
* xyz 1 2
C 2.67 -3.77 -0.87
C 1.55 -4.71 -0.70
C 3.12 -3.41 -2.22
C 3.55 -3.49 0.28
H 3.79 -4.17 -2.66
H 3.68 -2.46 -2.22
H 2.27 -3.31 -2.92
H 1.87 -5.76 -0.80
H 0.77 -4.54 -1.46
H 1.10 -4.60 0.29
H 4.33 -4.27 0.39
H 2.97 -3.48 1.21
H 4.06 -2.53 0.17
C -1.76 0.53 -1.55
C -0.52 0.26 -2.19
C -0.12 -1.08 -1.84
H -0.03 0.91 -2.90
C -1.15 -1.66 -1.04
C -2.17 -0.68 -0.86
H -3.16 -0.87 -0.44
H -2.36 1.44 -1.66
H 0.76 -1.62 -2.20
H -1.19 -2.70 -0.71
C 1.44 1.17 1.51
C 1.09 2.05 0.42
C 1.50 1.40 -0.78
H 0.73 3.07 0.50
C 2.01 0.09 -0.44
C 1.98 -0.04 0.98
H 2.39 -0.87 1.55
H 1.45 1.45 2.56
H 1.53 1.87 -1.76
H 2.45 -0.64 -1.12
V -0.19 0.20 0.03
C -2.20 -0.66 2.31
N -1.59 0.63 1.81
C -1.02 1.30 3.03
N -2.02 1.53 4.10
C -2.61 0.24 4.50
N -3.23 -0.45 3.35
C -4.29 0.45 2.80
N -3.73 1.76 2.38
C -2.70 1.53 1.35
C -3.10 2.38 3.57
H -1.40 -1.27 2.77
H -2.67 -1.22 1.49
H -0.63 2.28 2.75
H -0.24 0.65 3.46
H -3.40 0.42 5.26
H -1.82 -0.40 4.93
H -4.74 -0.04 1.92
H -5.04 0.61 3.59
H -2.26 2.51 1.08
H -3.23 1.12 0.48
H -3.88 2.51 4.34
H -2.69 3.36 3.29
*
```

=====

Formula: C42H67NO26P3
Source: OMol25
Level of theory: the ωB97M-V functional and the def2-TZVPD basis

The energy above the lowest of the compared OMol25 structures with the same formula, charge and spin comes out at 0.0 kcal/mol. The value obtained for the HOMO energy is -4.802 eV. As for the largest force on an atom: 0.087 Eh/bohr. For the HOMO-LUMO gap, the calculation gives 6.59 eV.

Structure (ORCA input):
```
! wB97M-V def2-TZVPD RIJCOSX def2/J DEFGRID3
* xyz -1 1
C 2.23 1.11 2.67
C 1.86 0.62 1.23
O 2.68 0.00 0.62
O 0.58 0.91 0.84
C 0.47 1.20 -0.57
C -0.65 0.24 -1.14
C -0.30 -1.25 -0.65
C -0.76 -2.20 -1.82
P -0.49 -4.07 -1.51
N -0.24 -5.84 -1.23
P 1.74 -3.92 -1.10
O 1.98 -3.47 0.34
P -0.13 -4.35 -3.71
O -1.42 -4.58 -4.48
O -2.22 -4.20 -1.71
C -2.92 -3.99 -0.50
C -4.32 -4.66 -0.34
O -5.29 -3.95 -1.07
C -5.83 -2.84 -0.42
C -5.81 -1.62 -1.17
C -6.60 -0.50 -0.75
C -7.18 -0.49 0.57
C -7.26 -1.72 1.30
C -6.63 -2.90 0.77
C -1.90 -4.49 0.61
C -2.17 -4.16 2.11
C -0.86 -4.78 2.87
C -1.19 -5.40 4.38
O -0.85 -6.20 3.03
O -0.64 -4.00 0.22
H 1.81 2.12 2.90
H 3.32 1.02 2.89
H 1.70 0.41 3.36
H 0.06 2.25 -0.69
H 1.42 1.19 -1.13
H -1.61 0.53 -0.63
H -0.77 0.30 -2.24
H -0.82 -1.43 0.31
H 0.81 -1.27 -0.54
H -0.20 -1.83 -2.73
H -1.84 -1.96 -2.01
H 0.24 -5.94 -0.33
H 0.38 -6.26 -1.92
H 2.30 -5.24 -1.16
H 2.41 -3.07 -2.05
H 0.72 -5.48 -3.98
H 0.57 -3.22 -4.29
H -3.02 -2.88 -0.31
H -4.23 -5.72 -0.69
H -4.63 -4.69 0.74
H -5.14 -1.52 -2.07
H -6.69 0.40 -1.43
H -7.61 0.47 0.98
H -7.92 -1.76 2.19
H -6.59 -3.82 1.41
H -2.06 -5.61 0.58
H -3.03 -4.73 2.53
H -2.18 -3.07 2.36
H 0.13 -4.23 2.73
H -0.30 -4.75 4.75
H -0.77 -6.31 4.88
C 5.88 5.09 1.44
C 4.54 4.40 1.39
C 3.77 4.66 0.12
O 2.42 4.49 0.56
C 2.39 4.80 1.88
O 1.39 4.95 2.51
O 3.65 4.92 2.38
H 6.58 4.64 0.74
H 5.79 6.16 1.21
H 6.30 5.03 2.45
H 4.66 3.33 1.57
H 4.01 3.96 -0.67
H 3.88 5.68 -0.26
C -0.98 3.12 -6.61
C 0.27 2.59 -5.96
C 0.65 1.20 -6.40
O 1.37 0.71 -5.27
C 0.87 1.36 -4.18
O 1.10 1.06 -3.05
O 0.07 2.40 -4.55
H -0.80 3.34 -7.67
H -1.80 2.41 -6.54
H -1.31 4.03 -6.11
H 1.10 3.29 -6.09
H 1.28 1.20 -7.29
H -0.21 0.55 -6.57
C -2.30 6.06 3.08
C -1.94 6.62 1.73
C -2.11 8.11 1.62
O -2.34 8.29 0.23
C -2.91 7.14 -0.22
O -3.41 7.01 -1.30
O -2.83 6.16 0.71
H -1.57 6.35 3.84
H -3.29 6.40 3.40
H -2.35 4.97 3.04
H -0.92 6.31 1.46
H -1.22 8.66 1.94
H -2.98 8.49 2.17
C 5.79 -0.95 2.80
C 7.16 -0.38 2.54
C 7.81 0.24 3.74
O 8.69 1.20 3.15
C 8.13 1.56 1.96
O 8.49 2.49 1.30
O 7.10 0.74 1.64
H 5.84 -1.84 3.41
H 5.15 -0.22 3.30
H 5.29 -1.20 1.86
H 7.80 -1.14 2.08
H 8.37 -0.48 4.34
H 7.11 0.77 4.39
C -12.59 0.47 0.61
C -11.34 -0.07 1.26
C -10.96 -1.45 0.80
O -10.25 -1.96 1.93
C -10.75 -1.32 3.03
O -10.53 -1.64 4.15
O -11.55 -0.28 2.67
H -12.40 0.71 -0.44
H -13.41 -0.24 0.66
H -12.92 1.38 1.12
H -10.51 0.64 1.15
H -10.32 -1.44 -0.08
H -11.82 -2.10 0.62
C 8.98 -0.60 -2.75
C 9.79 -0.70 -1.48
C 10.83 -1.79 -1.49
O 10.95 -2.10 -0.10
C 9.75 -1.81 0.47
O 9.44 -2.12 1.58
O 8.96 -1.11 -0.38
H 9.59 -0.22 -3.57
H 8.59 -1.58 -3.04
H 8.13 0.06 -2.61
H 10.22 0.27 -1.23
H 11.78 -1.46 -1.90
H 10.51 -2.69 -2.02
*
```

=====

Formula: C58H60F39N13O28S13
Source: OMol25
Level of theory: the ωB97M-V functional and the def2-TZVPD basis

The value obtained for the HOMO energy is -8.165 eV. As for the largest force on an atom: 0.195 Eh/bohr. For the HOMO-LUMO gap, the calculation gives 4.20 eV.

Structure (ORCA input):
```
! wB97M-V def2-TZVPD RIJCOSX def2/J DEFGRID3
* xyz 0 1
C -1.66 -0.66 -0.28
F -2.16 -1.86 -0.44
F -2.51 0.39 -0.16
F -0.91 -0.60 0.77
S -0.53 -0.24 -1.81
O 0.46 -1.26 -1.99
O -1.46 -0.30 -2.89
O 0.06 1.07 -1.56
C 3.76 3.36 6.03
C 3.08 2.04 6.48
C 2.36 2.40 7.77
C 1.25 1.40 8.11
C 0.25 1.05 7.02
C 0.89 0.55 5.67
N 2.11 1.51 5.34
O 2.47 1.83 4.01
C -0.22 0.60 4.46
C 1.38 -0.86 5.97
C 4.16 0.98 6.84
H 4.24 3.87 6.86
H 3.06 4.10 5.63
H 4.54 3.25 5.27
H 1.89 3.37 7.65
H 3.08 2.50 8.58
H 0.78 1.84 8.99
H 1.59 0.49 8.60
H -0.28 2.00 6.90
H -0.42 0.29 7.44
H -0.60 1.62 4.47
H -1.14 0.06 4.66
H 0.17 0.38 3.46
H 0.49 -1.44 6.20
H 2.13 -0.94 6.76
H 1.86 -1.34 5.12
H 3.77 0.27 7.57
H 5.05 1.45 7.25
H 4.53 0.41 5.99
C -4.48 5.31 3.46
N -4.21 4.68 2.11
C -2.99 4.06 1.98
C -2.65 3.52 0.69
C -3.51 3.64 -0.40
C -4.68 4.35 -0.15
C -5.05 4.94 1.07
C -3.07 3.22 -1.74
C -3.92 2.69 -2.68
C -3.51 2.37 -3.93
N -2.22 2.50 -4.28
C -1.32 3.13 -3.48
C -1.76 3.51 -2.20
C -1.73 2.06 -5.59
H -4.99 6.26 3.30
H -3.52 5.52 3.93
H -5.10 4.64 4.06
H -2.41 3.75 2.83
H -1.74 2.93 0.69
H -5.25 4.47 -1.05
H -5.87 5.61 1.27
H -4.93 2.47 -2.39
H -4.18 1.86 -4.61
H -0.34 3.34 -3.89
H -0.99 3.95 -1.58
H -1.57 2.92 -6.24
H -2.41 1.41 -6.14
H -0.81 1.48 -5.49
C -4.60 -2.47 -3.27
N -3.27 -2.47 -3.94
C -2.33 -3.37 -3.59
C -1.11 -3.42 -4.25
C -0.89 -2.69 -5.38
C -1.96 -1.84 -5.79
C -3.11 -1.70 -5.03
C 0.48 -2.61 -6.00
C 1.66 -2.79 -5.25
C 2.92 -2.91 -5.91
N 2.98 -2.84 -7.26
C 1.89 -2.52 -7.94
C 0.61 -2.34 -7.39
C 4.28 -2.95 -7.97
H -4.41 -2.61 -2.21
H -5.17 -3.35 -3.56
H -5.19 -1.56 -3.31
H -2.41 -3.90 -2.65
H -0.23 -3.94 -3.90
H -1.89 -1.11 -6.58
H -3.90 -0.99 -5.22
H 1.61 -2.89 -4.18
H 3.80 -3.10 -5.32
H 2.07 -2.42 -9.00
H -0.32 -2.28 -7.93
H 4.15 -3.23 -9.01
H 4.95 -3.75 -7.66
H 4.60 -1.91 -7.96
C 4.84 -6.89 -1.70
N 4.59 -5.38 -1.98
C 5.54 -4.53 -2.41
C 5.33 -3.19 -2.41
C 4.14 -2.63 -1.99
C 3.10 -3.50 -1.67
C 3.37 -4.91 -1.66
C 3.98 -1.17 -1.87
C 3.28 -0.59 -0.76
C 2.96 0.77 -0.76
N 3.22 1.43 -1.87
C 4.02 1.01 -2.85
C 4.47 -0.27 -2.87
C 2.74 2.86 -1.96
H 5.00 -6.99 -0.62
H 5.80 -7.17 -2.14
H 4.06 -7.54 -2.09
H 6.43 -5.04 -2.74
H 6.13 -2.55 -2.75
H 2.17 -3.02 -1.40
H 2.66 -5.70 -1.44
H 3.02 -1.11 0.15
H 2.33 1.26 -0.02
H 4.33 1.72 -3.59
H 5.02 -0.60 -3.73
H 2.97 3.29 -2.94
H 3.37 3.38 -1.25
H 1.67 2.85 -1.76
C -7.87 -3.52 -0.59
F -7.61 -4.81 -0.74
F -7.08 -2.85 -1.38
F -9.16 -3.20 -0.85
S -7.38 -3.05 1.26
O -8.51 -3.48 2.12
O -6.15 -3.78 1.60
N -7.37 -1.30 1.29
S -5.86 -0.92 1.29
O -5.26 -1.12 2.57
O -5.11 -1.40 0.14
C -5.93 1.03 1.06
F -6.72 1.51 2.08
F -4.73 1.55 1.16
F -6.42 1.31 -0.10
C -0.44 5.52 5.37
F -1.06 5.89 4.20
F 0.46 4.60 5.05
F 0.04 6.59 5.97
S -1.74 4.69 6.55
O -0.99 4.13 7.70
O -2.66 5.77 7.00
N -2.43 3.59 5.41
S -3.52 2.98 6.35
O -3.00 2.21 7.52
O -4.66 3.81 6.64
C -4.23 1.59 5.12
F -3.46 0.49 5.15
F -5.41 1.29 5.71
F -4.45 2.12 3.88
C 0.68 6.30 -4.75
F 1.38 6.08 -3.64
F -0.56 5.84 -4.49
F 0.67 7.62 -5.12
S 1.49 5.21 -6.23
O 0.48 5.14 -7.33
O 2.77 5.82 -6.50
N 1.54 3.69 -5.45
S 2.47 2.88 -6.30
O 2.31 2.95 -7.75
O 3.84 3.00 -5.83
C 1.94 1.03 -5.77
F 2.96 0.18 -5.86
F 1.44 1.02 -4.51
F 0.98 0.64 -6.57
C -5.27 -7.50 -1.20
F -4.94 -8.70 -0.72
F -5.42 -7.55 -2.53
F -6.46 -7.18 -0.65
S -4.10 -6.02 -0.72
O -4.63 -4.85 -1.40
O -4.15 -5.92 0.75
N -2.58 -6.51 -1.42
S -1.72 -6.42 -0.13
O -1.59 -5.00 0.34
O -1.78 -7.56 0.80
C -0.02 -6.77 -0.98
F 0.94 -6.67 -0.07
F -0.05 -8.02 -1.52
F 0.21 -5.83 -2.01
C 4.47 -1.80 3.66
F 5.66 -1.60 3.13
F 4.56 -2.00 4.96
F 3.70 -0.79 3.47
S 3.60 -3.39 2.89
O 3.89 -3.29 1.45
O 4.19 -4.63 3.45
N 1.97 -3.35 3.45
S 1.10 -3.16 2.18
O 1.33 -1.88 1.49
O 1.19 -4.29 1.29
C -0.67 -3.13 2.88
F -1.04 -4.35 3.20
F -0.82 -2.35 3.96
F -1.59 -2.80 1.97
C 1.36 4.35 1.32
F 0.75 5.35 1.98
F 0.67 3.22 1.63
F 1.21 4.54 -0.05
S 3.34 4.35 1.77
O 3.78 5.54 1.07
O 3.36 4.51 3.23
N 3.95 2.91 1.05
S 5.41 2.98 1.46
O 6.17 3.95 0.74
O 5.66 2.99 2.89
C 6.01 1.27 0.80
F 7.26 1.16 1.28
F 5.24 0.29 1.22
F 6.10 1.26 -0.55
*
```